Molecular formula: C4H8O3
Method: DFT, ωB97M-V with the def2-TZVPD basis set

```
15
Properties=species:S:1:pos:R:3:forces:R:3
O -2.6413 0.3462 0.6891 4.1 -0.1 -0.3
C -1.3985 0.4283 0.5788 -1.9 2.9 -0.5
C -0.4266 -0.7002 0.4749 0.2 -1.7 -1.0
C 1.0767 -0.4094 0.6715 -0.5 0.1 -1.9
C 1.8641 -1.6467 0.7203 2.1 -2.4 3.9
O 2.9434 -1.8243 1.3402 -3.0 0.9 -2.5
H -0.8508 1.5377 0.5034 -1.4 -2.4 0.3
H -0.4487 -1.2654 -0.4852 -0.7 0.9 0.0
H -0.8612 -1.5018 1.0923 0.6 0.2 0.6
H 1.5823 0.1583 -0.1344 -0.9 0.2 0.1
H 1.2065 0.1190 1.5426 0.7 1.3 2.1
H 1.2297 -2.5348 0.4843 0.8 -0.1 -0.7
H -1.8206 2.1132 -2.3609 -0.7 0.3 -0.5
H -0.5586 2.8955 -2.8563 0.3 1.7 -1.8
O -0.8964 2.2843 -2.2607 0.3 -2.0 2.4
```
Positions in Å, forces in eV/Å.

Calculated values
Total charge = 0
SMILES = O=CCCC=O.O
2S+1 = 1
Frontier orbital gap = 10.44 eV
Highest occupied orbital energy = -10.16 eV
Relative energy (zero: lowest compared OMol25 entry of this formula, charge and spin) = 65.0 kcal per mole